Record 1
Density functional theory data (the ωB97M-V functional and the def2-TZVPD basis) for 2 unconnected molecules or ions with the total composition C2HClO in a non-equilibrium geometry.

Calculated values
* LUMO energy: -1.26 eV
* ΔE to the lowest compared entry with this formula, charge and spin: 336.6 kJ/mol
* HOMO-LUMO gap: 8.650 eV
* E_HOMO: -9.91 eV

```
5
Properties=species:S:1:pos:R:3:forces:R:3
C -1.3986 0.3962 -0.5139 2.61 4.03 -1.85
C 1.8041 -0.0135 0.5998 -3.73 0.66 -0.77
O -2.1339 -0.2875 -0.0933 -3.59 -3.56 2.05
Cl 1.0251 -0.5176 -0.8791 2.17 -0.91 -0.38
H 0.7034 0.4223 0.8867 2.54 -0.21 0.94
```
Forces are in eV/Å.


Record 2
Density functional theory data (the ωB97M-V functional and the def2-TZVPD basis) for a molecular structure, C13H26Cl2F6N5O11P2S2Ti in a non-equilibrium geometry.

Calculated values
* LUMO energy (spin up / spin down): 0.05 / 0.05 eV
* spin multiplicity: 2
* ⟨S²⟩: 0.75
* HOMO-LUMO gap (spin up / spin down): 8.354 / 8.798 eV
* E_HOMO (spin up / spin down): -8.30 / -8.75 eV

```
68
Properties=species:S:1:pos:R:3:forces:R:3
Ti -1.2448 0.1613 0.5182 -0.03 0.42 -1.00
F -4.4990 -4.0676 -0.2172 -0.41 -0.48 -0.04
C -3.2601 -3.6809 -0.4359 -0.14 -0.30 0.22
F -2.4346 -4.3067 0.3984 -0.14 -0.16 -0.21
F -2.8993 -3.9475 -1.6810 0.08 -0.56 -0.34
S -3.1572 -1.8932 -0.2780 0.05 1.67 0.57
O -1.6995 -1.7924 -0.0060 -0.14 0.21 -0.09
O -3.5719 -1.3752 -1.5370 -0.52 -0.76 0.23
N -4.0124 -1.4231 0.9703 0.58 -0.42 0.53
S -3.3722 -0.9641 2.3938 -0.26 -0.48 -0.17
O -2.0391 -0.2824 2.3407 -0.22 -0.12 -0.74
O -4.2529 -0.5784 3.4525 0.23 -0.85 -0.90
C -2.6043 -2.5161 2.9410 -0.33 -0.63 0.62
F -1.4511 -2.7617 2.3366 0.20 -0.24 0.10
F -2.3738 -2.4448 4.2485 0.10 -0.01 0.36
F -3.4286 -3.5254 2.7033 -0.30 -0.57 0.19
C 1.5565 -2.2488 -1.1875 0.17 0.05 0.50
N 2.3586 -1.5985 -0.1162 0.41 -1.03 -0.38
C 2.4824 -2.5159 1.0483 0.30 -0.10 -0.16
P 1.8832 -0.1199 0.3077 -0.34 0.09 0.10
O 0.6007 -0.1880 1.0364 -0.76 0.32 0.09
O 1.7025 0.7686 -1.0065 0.77 0.17 -0.38
P 0.4295 0.9691 -1.9715 -0.58 -0.01 0.23
O -0.6748 0.1110 -1.4718 -0.16 -0.10 0.27
N 0.8068 0.4562 -3.4388 0.17 -0.12 -0.61
C 1.8615 1.1445 -4.1671 -0.01 -0.28 -0.11
C 0.1658 -0.6705 -4.1204 0.31 0.03 0.13
N 0.1998 2.5616 -2.0094 -0.40 0.58 -0.04
C -1.1706 2.9564 -2.4492 0.49 0.05 0.25
C 0.8592 3.5674 -1.1741 -0.09 -0.14 -0.11
N 2.9681 0.5859 1.2375 0.57 0.47 0.04
C 4.3907 0.4215 0.9957 0.32 0.21 0.41
C 2.5881 1.9218 1.7504 0.64 -0.25 0.18
H 2.0604 -3.1891 -1.3823 -0.10 -0.16 -0.24
H 1.5531 -1.6417 -2.0815 0.13 0.08 -0.18
H 0.5149 -2.4292 -0.8815 0.27 0.01 0.02
H 3.0351 -3.4048 0.7111 -0.24 0.24 0.13
H 1.4955 -2.8031 1.4265 0.05 -0.04 -0.09
H 3.0393 -2.0600 1.8723 -0.07 0.06 -0.24
H 2.2050 2.0283 -3.6242 -0.10 -0.13 -0.09
H 1.4718 1.4439 -5.1357 0.08 0.19 -0.21
H 2.7049 0.4671 -4.3204 0.08 0.07 -0.04
H -0.6326 -1.0967 -3.5051 0.22 0.17 -0.16
H 0.9178 -1.4312 -4.3501 -0.07 -0.11 0.07
H -0.2308 -0.3220 -5.0720 -0.21 0.03 -0.05
H -1.6150 2.2041 -3.0990 0.11 -0.01 -0.05
H -1.0872 3.9065 -2.9763 -0.06 -0.05 -0.09
H -1.8252 3.0744 -1.5817 0.12 -0.01 -0.10
H 1.8645 3.2345 -0.9314 0.07 0.09 -0.02
H 0.3042 3.7398 -0.2533 0.03 0.02 -0.03
H 0.9034 4.4892 -1.7493 0.15 0.11 -0.05
H 4.6281 -0.5697 0.6232 -0.11 -0.08 -0.01
H 4.9141 0.5733 1.9471 -0.01 -0.04 -0.19
H 4.7527 1.1600 0.2814 0.13 0.11 -0.11
H 1.5154 2.0866 1.7192 -0.01 -0.13 0.02
H 3.0934 2.6815 1.1499 -0.03 0.09 -0.01
H 2.9493 1.9973 2.7816 -0.20 0.07 -0.12
O -2.2081 3.5064 1.6973 -0.23 -0.60 -0.67
C -2.0489 2.5023 1.0276 -0.62 1.48 1.30
O -0.8951 2.1367 0.5366 -0.16 -1.07 -0.18
C -3.1757 1.4171 0.7921 -0.66 1.48 0.61
O -3.9676 1.1112 1.6712 -0.59 1.55 -0.11
O -3.0332 0.7960 -0.3042 1.01 -0.26 -0.43
Cl -0.4302 1.6641 3.4144 0.22 0.82 0.27
C -0.0159 0.3420 4.4612 0.11 -0.23 0.61
Cl 0.8230 -0.9774 3.6324 0.36 -0.27 0.70
H -0.9335 -0.0904 4.8490 0.07 0.14 0.13
H 0.6461 0.7287 5.2421 -0.31 -0.27 -0.15
```
Forces are in eV/Å.


Record 3
Density functional theory data (the ωB97M-V functional and the def2-TZVPD basis) for a molecular structure, C10H22Cl4FN2O4V in a non-equilibrium geometry.

Calculated values
* LUMO energy (spin up / spin down): 2.49 / 2.45 eV
* charge: -1
* spin multiplicity: 2
* ΔE to the lowest compared entry with this formula, charge and spin: 17.1 kJ/mol
* ⟨S²⟩: 0.76
* HOMO-LUMO gap (spin up / spin down): 7.032 / 8.137 eV
* E_HOMO (spin up / spin down): -4.54 / -5.69 eV

```
44
Properties=species:S:1:pos:R:3:forces:R:3
O -32.6820 11.1604 -5.5816 -0.55 0.94 -0.59
V -31.5537 10.3211 -4.8330 0.74 -0.35 0.71
O -32.1130 8.8082 -4.6376 0.40 0.25 0.00
F -30.1390 12.1713 -4.6961 -0.12 -0.73 0.01
C -27.5453 8.4208 -3.1361 0.15 0.12 0.98
C -28.4352 9.5687 -3.6280 1.49 -0.73 0.29
O -29.6234 9.3979 -3.5593 -2.78 -0.18 0.01
N -27.9498 10.6794 -4.1685 0.82 -0.23 -0.69
C -26.5598 10.9872 -4.3104 0.38 0.34 1.16
H -26.6794 8.6855 -2.5293 0.58 0.50 -0.79
H -27.3126 7.7277 -3.9445 0.25 0.24 -0.05
H -28.0528 7.8399 -2.3660 -0.83 0.05 -0.45
H -28.6496 11.2922 -4.5619 -0.73 0.59 -0.01
H -25.9782 10.2349 -4.8432 -0.03 0.09 -0.16
H -26.1961 11.0762 -3.2868 0.72 -0.11 -0.01
H -26.4141 11.9889 -4.7147 -0.19 -0.23 -0.36
C -28.5538 13.0870 -1.4858 -0.59 1.07 -0.09
C -27.8032 14.1076 -2.3040 2.91 1.31 2.76
O -26.9270 14.8260 -1.7351 -1.59 -1.19 -1.08
N -28.0318 14.1951 -3.5925 -1.55 0.70 -3.14
C -27.3699 15.1202 -4.5186 1.25 0.26 1.39
H -29.5419 12.9587 -1.9277 0.12 -0.79 0.01
H -28.7155 13.5969 -0.5360 0.09 -0.24 0.13
H -27.9782 12.1777 -1.3131 -0.20 0.00 -0.28
H -28.7472 13.6509 -4.0532 -0.38 -0.65 0.45
H -26.8911 15.8637 -3.8813 0.73 -0.38 0.06
H -27.8825 15.8059 -5.1932 -1.22 -0.90 -0.08
H -26.6511 14.5105 -5.0661 0.28 0.50 -0.23
Cl -31.8987 14.9956 -1.1697 0.04 -0.32 -1.14
C -31.5723 14.8475 -2.9648 -0.31 0.30 -0.87
C -32.7847 14.5472 -3.8828 0.26 0.11 0.85
Cl -33.9862 15.9017 -3.8221 0.21 -0.37 0.03
H -30.7982 14.1074 -3.1674 -0.31 -0.33 0.39
H -31.1305 15.7956 -3.2715 -0.19 0.12 0.22
H -33.2819 13.6090 -3.6366 -0.08 0.22 0.19
H -32.4911 14.4515 -4.9282 0.31 0.13 0.16
Cl -30.1269 15.9644 -7.9864 0.05 0.01 -0.20
C -30.1785 14.2742 -7.4328 -0.26 -0.86 1.09
C -31.1984 13.4130 -8.1733 0.54 1.01 -1.04
Cl -32.8256 14.1176 -8.0524 -0.22 -0.17 0.25
H -30.4102 14.2977 -6.3680 -0.03 -0.01 -0.04
H -29.1729 13.8622 -7.5168 -0.09 -0.03 -0.23
H -31.2289 12.3506 -7.9315 0.08 0.29 0.54
H -30.9372 13.5328 -9.2248 -0.11 -0.34 -0.15
```
Forces are in eV/Å.


Record 4
Density functional theory data (the ωB97M-V functional and the def2-TZVPD basis) for a gas-phase ion, C9H17N2S2 (charge +1) in a non-equilibrium geometry.

Calculated values
* LUMO energy (spin up / spin down): -5.18 / -5.18 eV
* charge: +1
* ΔE to the lowest compared entry with this formula, charge and spin: 0.0 kJ/mol
* HOMO-LUMO gap (spin up / spin down): 6.726 / 6.727 eV
* E_HOMO (spin up / spin down): -11.90 / -11.91 eV

```
30
Properties=species:S:1:pos:R:3:forces:R:3
C 0.5727 -1.6777 -0.6609 0.01 -0.39 -0.21
C 0.2319 -2.8029 -1.3260 0.03 -0.03 -0.06
C 1.9085 2.0979 2.1009 -0.27 0.22 0.00
C 0.7285 1.3180 2.6710 0.26 -0.16 0.01
C 1.6331 2.5024 0.6552 0.31 -0.20 0.08
C 0.4501 0.0788 1.8233 -0.38 0.28 -0.06
C 1.3470 1.2707 -0.2005 -0.40 0.26 0.06
C 0.1558 0.5060 0.3819 0.47 0.06 0.26
C -1.6711 -1.3964 -2.4262 -1.58 -1.21 -1.78
N -4.1336 -2.1896 -2.7974 0.09 0.01 0.07
N -0.2188 -0.6061 -0.4944 0.17 0.61 0.89
S -1.3643 -2.9956 -2.0011 -0.16 0.94 0.12
S -3.1893 -0.7989 -2.8646 0.70 -0.47 0.24
H 1.5756 -1.6002 -0.2670 0.10 0.00 0.05
H 0.8835 -3.6482 -1.4275 0.16 -0.11 -0.08
H 2.0899 2.9864 2.7061 0.08 -0.01 0.02
H 2.8066 1.4792 2.1411 0.11 -0.02 0.04
H 0.9360 1.0189 3.6978 -0.07 0.03 0.06
H -0.1578 1.9566 2.6819 -0.06 0.02 0.07
H 0.7738 3.1753 0.6225 -0.03 0.09 -0.04
H 2.4915 3.0358 0.2472 -0.04 0.09 -0.04
H 1.3223 -0.5764 1.8489 0.07 -0.11 -0.04
H -0.3997 -0.4757 2.2287 0.01 -0.07 -0.02
H 1.1227 1.5697 -1.2260 0.04 -0.06 -0.07
H 2.2303 0.6310 -0.2176 0.09 -0.10 -0.04
H -0.7087 1.1785 0.3869 0.04 -0.05 0.00
H -0.8681 -0.6928 -2.5685 0.08 0.18 0.23
H -4.9983 -2.0607 -3.3107 0.05 0.03 -0.07
H -4.3345 -2.5179 -1.8574 -0.02 0.12 0.07
H -1.2155 -0.7661 -0.5475 0.15 0.04 0.23
```
Forces are in eV/Å.